The following is a quantum chemistry calculation of 7 unconnected molecules or ions with the total composition H14O7 in a non-equilibrium geometry, from the Open Molecules 2025 dataset.

Element x y z (Å)
O (6.564, 5.004, 6.492)
H (5.809, 4.635, 5.939)
H (6.182, 5.544, 7.252)
O (4.497, 9.559, 4.752)
H (3.902, 9.983, 4.123)
H (5.440, 9.696, 4.489)
O (5.487, 8.020, 6.547)
H (4.866, 8.718, 6.223)
H (6.310, 8.406, 6.824)
O (3.802, 7.089, 3.506)
H (4.073, 7.878, 4.012)
H (4.623, 6.653, 3.295)
O (6.613, 6.747, 4.150)
H (6.392, 6.620, 5.110)
H (7.334, 6.117, 4.110)
O (7.461, 9.321, 3.725)
H (7.232, 8.349, 3.973)
H (8.246, 9.461, 4.244)
O (4.659, 4.407, 4.550)
H (4.270, 5.325, 4.407)
H (4.051, 3.842, 4.052)

Properties
total energy: -535.08616 hartree
SMILES: O.O.O.O.O.O.O
energy relative to the best compared isomer or geometry (same formula, charge and spin): 23.6 kcal per mole
charge: 0
highest occupied orbital energy: -11.15 eV
HOMO-LUMO gap: 11.538 eV